i) A molecular structure, CH2ClFP2. Source: the Open Molecules 2025 dataset; level of theory: ωB97M-V/def2-TZVPD.

The LUMO energy is 0.14 eV.

The geometry in ORCA input format:
```
! RIJCOSX wB97M-V def2-TZVPD def2/J DEFGRID3
* xyz 0 1
C -0.40394 -0.31611 0.48448
F 2.10609 -0.53179 0.44852
P 0.03002 1.51301 -0.01236
P 0.94915 -0.38750 -0.73295
Cl -1.99297 -0.90576 -0.07687
H -0.15743 -0.54562 1.50232
H -0.53093 1.17376 -1.61314
*
```

Atomic partial charges in e from the Löwdin method, atoms 1 to 5: number 1, C, carries -1.24; number 2, F, carries -0.44; number 3, P, carries 0.62; number 4, P, carries 0.64; number 5, Cl, carries 0.44

---

ii) 2 unconnected molecules or ions with the total composition CH2ClFP2. Source: the Open Molecules 2025 dataset; level of theory: ωB97M-V/def2-TZVPD.

The LUMO energy (spin up / spin down) is -1.56 / -1.57 eV.

The geometry in ORCA input format:
```
! RIJCOSX wB97M-V def2-TZVPD def2/J DEFGRID3
* xyz 0 1
C -0.29746 -0.45204 0.32153
F 2.29346 -0.58067 0.42188
P 0.22822 1.29239 0.20821
P 1.22132 -0.29729 -0.87481
Cl -1.95719 -1.06515 -0.00460
H -0.15356 -0.90246 1.21764
H -1.33479 2.00522 -1.28985
*
```

Atomic partial charges in e from the Löwdin method, atoms 1 to 5: number 1, C, carries -1.25; number 2, F, carries -0.46; number 3, P, carries 0.58; number 4, P, carries 0.67; number 5, Cl, carries 0.44

---

Tell me which of them is the least stable. Sure, it is ii).

---

i) 2 unconnected molecules or ions with the total composition C6H14O. Source: the Open Molecules 2025 dataset; level of theory: ωB97M-V/def2-TZVPD.

The LUMO energy is 0.76 eV.

The geometry in ORCA input format:
```
! RIJCOSX wB97M-V def2-TZVPD def2/J DEFGRID3
* xyz 0 1
C 1.64654 -0.12590 -1.59025
C 1.40365 -1.23977 -0.61607
C 0.71360 -2.40125 -1.26778
C -0.63693 -0.22830 0.47057
C -0.49637 1.14604 1.10445
C -1.85177 1.84478 1.27387
O 0.14609 0.94480 2.36343
H 2.59793 -0.42222 -2.07109
H 1.84689 0.83659 -1.10186
H 0.91123 0.01078 -2.40817
H 0.42670 -0.69788 0.42699
H 1.55348 -2.96856 -1.71218
H 0.01108 -2.18294 -2.09630
H 0.24171 -3.08041 -0.54602
H -1.21724 -0.91371 1.10315
H -1.07949 -0.17408 -0.53119
H 0.13874 1.76871 0.44417
H -2.50465 1.24823 1.92456
H -2.35277 1.98561 0.30612
H -1.72278 2.83760 1.73111
H 0.22433 1.81188 2.79249
*
```

Atomic partial charges in e from the Löwdin method, atoms 1 to 5: number 1, C, carries -0.18; number 2, C, carries -0.15; number 3, C, carries -0.18; number 4, C, carries -0.06; number 5, C, carries -0.49

---

ii) C6H14O in the gas phase. Source: the Open Molecules 2025 dataset; level of theory: ωB97M-V/def2-TZVPD.

The LUMO energy is 1.05 eV. The SMILES is CCCCCCO.

The geometry in ORCA input format:
```
! RIJCOSX wB97M-V def2-TZVPD def2/J DEFGRID3
* xyz 0 1
C -2.40136 -0.08100 2.24184
C -1.02317 -0.19836 1.57783
C -0.97504 0.42529 0.13999
C -0.25081 -0.41519 -0.87449
C 1.29483 -0.40155 -0.68749
C 2.03162 0.14844 -1.89981
O 3.29479 0.64771 -1.32691
H -3.15301 0.27375 1.53754
H -2.80974 -1.00100 2.65633
H -2.44175 0.65991 3.04357
H -0.84945 -1.25323 1.39329
H -0.26022 0.23231 2.21559
H -1.97510 0.76237 -0.12849
H -0.45230 1.38650 0.24706
H -0.62421 -1.42124 -1.06335
H -0.37038 0.09660 -1.84055
H 1.51600 0.30195 0.11323
H 1.66858 -1.39246 -0.44121
H 1.54113 1.05087 -2.26227
H 2.29951 -0.58476 -2.62053
H 3.94008 0.76309 -2.02119
*
```

Atomic partial charges in e from the Löwdin method, atoms 1 to 5: number 1, C, carries -0.12; number 2, C, carries -0.23; number 3, C, carries -0.23; number 4, C, carries -0.22; number 5, C, carries -0.18

---

Tell me which of them is the least stable. Sure, it is i).